Formula: C2H6N2S
Source: the OMol25 dataset
Level of theory: ωB97M-V/def2-TZVPD

Each line ends with the natural charge from an NBO analysis.
Atoms and positions in Å:
1 H 1.121 -0.591 -3.248  0.215
2 H -0.376 2.211 1.417  0.197
3 C -0.535 1.097 1.434  -0.138
4 N 0.728 0.505 -1.437  -0.450
5 N -0.896 0.386 2.535  -0.834
6 H 1.131 -1.503 -1.805  0.205
7 C 0.588 -0.710 -2.272  -0.497
8 H -0.392 -1.216 -2.375  0.216
9 H -1.300 -0.592 2.305  0.389
10 H -0.245 0.334 3.340  0.386
11 S 0.176 0.080 0.105  0.312

- Energy relative to the best compared isomer or geometry (same formula, charge and spin): 0.4302 eV
- 2S+1: 3

***

Formula: C44H38Br2ClF3NO16P
Source: the OMol25 dataset
Level of theory: ωB97M-V/def2-TZVPD

Each line ends with the Löwdin charge.
Atoms and positions in Å:
1 C -3.698 -2.101 -0.828  -0.204
2 F -6.838 3.572 -0.757  -0.093
3 C -5.779 1.713 -1.960  -0.713
4 O 4.881 -3.724 7.895  0.116
5 O -11.199 -7.656 -1.201  0.120
6 C 4.591 -1.823 6.551  -0.219
7 H -1.077 3.418 -1.920  0.143
8 H -0.327 -3.438 1.708  0.096
9 C -1.285 -1.811 0.381  -0.085
10 O 0.976 -3.564 5.278  0.096
11 C -4.538 -0.494 -2.872  -0.149
12 C -2.631 -2.571 0.230  -0.456
13 H 6.103 -1.962 7.649  0.118
14 C -7.824 -5.551 -2.085  -0.294
15 H 4.145 -0.210 5.251  0.139
16 C -7.779 -7.029 -1.894  -0.214
17 C 2.593 -1.745 5.164  -0.289
18 Br -6.541 2.804 -3.455  0.774
19 O -6.792 -4.941 -2.327  -0.008
20 C -3.436 -0.890 -1.795  -0.090
21 H 1.808 2.284 0.608  0.138
22 Br -5.342 1.967 0.905  0.786
23 C 7.121 0.152 -3.834  -0.219
24 H 0.387 5.148 2.078  0.108
25 C 9.129 0.720 -2.394  0.078
26 C 3.587 5.116 0.259  -0.075
27 C 1.538 6.524 4.288  -0.099
28 O 5.760 -1.303 7.014  0.099
29 C 2.159 -3.057 5.722  -0.214
30 H -5.040 -4.502 -1.053  0.021
31 H 2.598 -4.664 7.030  0.139
32 O 5.772 -0.004 -3.924  0.096
33 O 6.917 0.777 -1.582  0.096
34 H 5.725 2.908 -1.276  0.069
35 C 3.484 4.997 -2.411  -0.098
36 C -5.879 0.144 -2.247  -0.183
37 H 5.315 5.178 -1.146  0.120
38 H -6.119 -0.416 -1.265  0.100
39 C -0.218 -2.311 1.475  -0.244
40 H 5.522 6.136 1.143  0.095
41 H 2.877 5.969 -2.266  0.089
42 O 1.250 4.115 -0.453  -0.120
43 C 0.051 1.871 -0.731  -0.052
44 H -6.320 -2.563 -1.683  0.020
45 O 1.421 -0.170 -0.206  0.054
46 C -10.225 -5.580 -1.693  -0.215
47 N -0.365 -1.433 2.670  -0.004
48 H 4.067 2.577 -2.044  0.077
49 C -8.880 -7.727 -1.608  0.083
50 C 4.171 -3.149 7.089  -0.311
51 O -11.438 -4.974 -1.591  0.104
52 H -0.881 -1.888 3.433  0.069
53 O 1.898 -1.185 4.332  0.085
54 H 4.202 2.470 -0.201  0.083
55 H -6.764 -0.004 -2.972  0.122
56 H 4.127 5.023 -3.354  0.082
57 Cl -2.958 -4.018 1.309  0.604
58 C -6.615 2.161 -0.623  -0.736
59 O -1.966 1.284 -3.751  0.049
60 H 4.431 6.953 3.484  0.094
61 O -5.878 -3.016 0.625  -0.524
62 C -9.123 -4.882 -1.976  0.083
63 H -4.870 -1.471 -3.396  0.121
64 C 0.285 0.296 -0.449  -0.219
65 H -5.936 -6.925 -2.229  0.112
66 C -0.888 2.299 -1.723  0.086
67 H 0.636 -2.909 4.637  0.088
68 H 0.929 5.585 4.582  0.080
69 H 2.252 6.719 5.153  0.073
70 O 11.275 0.633 -3.346  0.094
71 H -9.144 -3.812 -2.133  0.137
72 C 1.496 5.368 1.863  0.023
73 O -6.568 -7.640 -2.023  0.098
74 C 3.851 -1.172 5.651  0.082
75 C 3.830 6.404 2.682  -0.032
76 C 9.368 0.109 -4.770  -0.314
77 H 0.873 -2.196 1.110  0.122
78 C -10.176 -7.054 -1.475  -0.308
79 H 0.531 -1.032 2.981  0.035
80 H 0.782 7.361 4.124  0.079
81 C -1.704 1.165 -2.534  -0.270
82 O 10.123 -0.063 -5.712  0.111
83 C 7.674 0.573 -2.514  -0.308
84 H -12.069 -5.689 -1.379  0.119
85 H 7.528 -0.364 -5.848  0.138
86 C 9.923 0.503 -3.444  -0.222
87 F -4.445 2.196 -1.760  -0.117
88 H -8.861 -8.799 -1.465  0.140
89 C 2.323 6.109 2.937  -0.213
90 C 4.320 4.626 -1.070  -0.344
91 C -1.058 -0.595 -0.554  0.029
92 C 0.902 2.864 0.190  -0.150
93 H -4.179 0.207 -3.695  0.116
94 H 2.691 4.167 -2.521  0.068
95 H 11.621 0.426 -4.236  0.117
96 F -7.806 1.422 -0.446  0.011
97 C 2.058 4.839 0.507  -0.141
98 H 9.518 1.009 -1.427  0.137
99 H 0.230 3.095 1.106  0.138
100 C 4.586 3.029 -1.119  -0.075
101 P -5.314 -3.115 -0.830  0.748
102 C -2.092 -0.127 -1.645  0.020
103 C 4.415 5.900 1.331  -0.016
104 C 2.900 -3.710 6.619  0.081
105 C 7.916 -0.061 -4.885  0.077
106 H 5.426 0.210 -3.035  0.112

- Calculated total energy: -250528.734 eV
- Structure (SMILES): Cc1ccc(C(C)C)c(OCC2=CC(=O)c3c(CC[C@@](F)(Br)C(F)(F)Br)c([PH2]=O)c(Cl)c(CN)c3C2=O)c1.O=C1C=C(O)C(=O)C=C1O.O=C1C=C(O)C(=O)C=C1O.O=C1C=C(O)C(=O)C=C1O

***

Formula: CH6OSi
Source: the OMol25 dataset
Level of theory: ωB97M-V/def2-TZVPD

Each line ends with the natural charge from an NBO analysis.
Atoms and positions in Å:
1 H 0.645 -1.203 -1.186  0.160
2 H -1.294 -0.987 -1.510  0.179
3 Si 0.423 0.456 1.189  1.117
4 O -0.681 -0.051 0.090  -0.770
5 C -0.390 -0.610 -1.044  -0.176
6 H 1.207 -0.732 1.675  -0.152
7 H -0.075 0.472 -2.176  -0.042
8 H -0.575 0.791 2.341  -0.185
9 H 0.738 1.864 0.620  -0.129

- Energy relative to the best compared isomer or geometry (same formula, charge and spin): 1.7089 eV
- 2S+1: 3

***

Formula: C43H49F2N4O7SbTa
Source: the OMol25 dataset
Level of theory: ωB97M-V/def2-TZVPD

Each line ends with the Löwdin charge.
Atoms and positions in Å:
1 C -10.037 -18.956 -10.784  -0.145
2 H -3.703 -16.543 -8.279  0.114
3 H -7.537 -9.318 -10.994  0.155
4 C -7.795 -18.758 -15.185  -0.104
5 C -9.898 -14.902 -9.601  -0.034
6 H -2.682 -22.735 -9.749  0.095
7 H -3.102 -16.209 -5.950  0.129
8 H -2.773 -23.320 -11.503  0.097
9 H -6.600 -18.213 -6.535  0.108
10 C -2.026 -14.455 -9.131  -0.058
11 H -4.614 -21.907 -8.932  0.113
12 H -4.317 -12.058 -8.505  0.119
13 H -11.794 -15.899 -14.053  0.090
14 H -10.900 -18.308 -11.042  0.078
15 H -8.309 -21.160 -11.775  0.077
16 Sb -8.165 -17.070 -12.427  1.571
17 C -4.298 -15.851 -7.668  -0.104
18 H -12.463 -12.955 -10.703  0.119
19 C -7.803 -11.128 -14.194  0.079
20 C -4.218 -13.982 -10.417  -0.182
21 H -9.334 -14.068 -12.330  0.049
22 C -4.070 -19.211 -10.904  0.095
23 O -7.107 -16.818 -9.257  -0.220
24 H -6.964 -15.385 -14.704  0.038
25 H -6.607 -13.675 -5.479  0.126
26 H -3.582 -14.291 -11.243  0.073
27 N -7.634 -14.294 -9.146  -0.046
28 C -6.084 -13.842 -12.546  -0.632
29 H -4.717 -14.801 -4.453  0.105
30 N -7.381 -13.972 -7.979  0.169
31 H -10.787 -14.098 -13.330  0.083
32 C -9.061 -19.036 -11.937  -0.521
33 C -7.299 -17.531 -14.353  -0.525
34 H -11.159 -17.545 -13.825  0.047
35 N -7.625 -9.770 -11.874  0.227
36 H -3.471 -18.919 -11.734  0.139
37 O -5.965 -11.132 -11.173  0.072
38 C -3.988 -15.657 -6.314  -0.055
39 H -9.636 -19.255 -12.856  0.076
40 H -6.242 -17.651 -14.208  0.067
41 O -5.326 -14.827 -12.673  -0.061
42 C -7.938 -20.146 -11.777  -0.101
43 H -8.479 -15.890 -15.307  0.044
44 C -6.656 -17.824 -8.613  -0.319
45 O -3.314 -21.383 -11.197  -0.034
46 C -1.119 -14.213 -8.099  0.007
47 C -11.462 -13.286 -10.415  -0.062
48 C -11.144 -14.610 -10.140  -0.080
49 C -8.654 -9.349 -12.744  -0.402
50 H -6.069 -20.163 -7.800  0.124
51 N -6.869 -11.551 -13.201  0.026
52 H -2.783 -11.872 -6.396  0.121
53 H -4.185 -23.148 -10.560  0.081
54 H -9.479 -18.552 -9.880  0.076
55 C -1.431 -13.196 -7.155  -0.271
56 C -8.662 -10.104 -14.002  -0.157
57 C -10.508 -12.298 -10.231  -0.054
58 C -8.950 -13.917 -9.538  -0.290
59 H -11.872 -15.373 -10.146  0.102
60 H -10.368 -19.937 -10.535  0.065
61 O -4.902 -16.980 -10.699  -0.226
62 H -4.605 -13.032 -10.700  0.037
63 C -5.386 -15.234 -8.267  -0.224
64 H -10.465 -16.140 -11.971  0.042
65 H -6.128 -13.074 -14.473  0.136
66 H -4.906 -12.355 -13.379  0.152
67 C -4.669 -20.880 -9.281  0.014
68 H -9.171 -14.244 -14.026  0.065
69 C -5.612 -18.627 -9.182  -0.140
70 O -6.840 -13.737 -11.503  -0.162
71 H -9.656 -15.925 -9.346  0.103
72 C -4.021 -20.524 -10.469  -0.275
73 C -5.451 -19.929 -8.675  0.013
74 C -9.236 -12.625 -9.829  -0.033
75 H -10.508 -16.488 -15.074  0.092
76 H -7.391 -18.552 -16.153  0.063
77 C -5.926 -14.309 -6.062  0.007
78 H -8.151 -17.407 -7.144  0.108
79 H -0.188 -14.776 -7.992  0.119
80 F -0.553 -12.980 -6.139  0.049
81 C -7.456 -16.237 -15.185  -0.157
82 F -9.567 -9.725 -14.938  0.092
83 H -8.427 -11.930 -9.769  0.111
84 C -2.622 -12.523 -7.241  -0.007
85 H -7.835 -19.135 -7.468  0.101
86 H -7.212 -20.067 -12.561  0.045
87 O -9.422 -8.496 -12.429  0.140
88 H -8.875 -18.725 -15.225  0.066
89 C -6.177 -14.495 -7.428  -0.276
90 C -10.901 -16.543 -14.023  -0.125
91 H -1.757 -15.162 -9.875  0.102
92 C -9.809 -14.549 -13.192  -0.152
93 C -6.741 -10.846 -12.074  -0.487
94 H -7.417 -19.730 -14.965  0.058
95 C -3.194 -22.774 -10.683  0.014
96 Ta -5.943 -15.404 -10.406  1.840
97 C -3.473 -12.719 -8.344  -0.034
98 C -4.824 -14.950 -5.501  -0.071
99 H -6.922 -16.263 -16.155  0.095
100 C -7.354 -18.153 -7.318  0.031
101 C -5.931 -12.671 -13.480  0.017
102 H -7.483 -19.966 -10.822  0.042
103 H -7.723 -11.725 -15.100  0.142
104 C -3.216 -13.712 -9.285  -0.288
105 C -9.974 -16.032 -12.953  -0.575
106 C -4.869 -18.272 -10.300  -0.276
107 H -10.683 -11.244 -10.405  0.115

- Net charge: +1
- Energy relative to the best compared isomer or geometry (same formula, charge and spin): 0.5671 eV